No. 1
Entry from the OMol25 dataset: a molecular structure, C45H40Br2MnN3O5S in a non-equilibrium geometry (wB97M-V/def2-TZVPD).

Cartesian coordinates (Å):
S (-3.16, -1.25, 1.69)
H (0.98, -3.70, 0.36)
C (-2.50, -2.00, -4.40)
H (3.63, -4.33, 0.00)
C (-3.25, 2.26, 1.03)
H (-3.66, -1.69, 4.54)
C (1.97, -6.66, -1.22)
C (4.06, -3.68, 1.99)
C (1.61, -3.19, -1.63)
C (-1.24, -4.05, 1.64)
C (4.98, -0.31, -3.47)
H (-4.84, -4.91, 0.60)
C (3.50, -1.42, 2.52)
H (-5.88, -1.04, 5.67)
C (5.79, -2.53, -3.09)
H (0.06, -6.50, -3.25)
C (3.07, -2.28, 0.29)
H (-4.15, 2.87, 1.03)
H (4.36, -2.80, 3.93)
H (4.58, -3.79, -1.88)
H (1.14, -2.81, -2.54)
C (4.69, -2.81, -2.30)
H (4.46, -4.65, 2.28)
O (1.43, 1.43, -0.27)
H (-2.96, -1.81, -5.36)
H (-3.12, 4.89, 1.37)
N (-5.67, -0.52, 2.46)
H (-0.25, -3.76, 1.97)
H (-3.99, -5.65, 2.81)
C (1.34, 5.50, 0.37)
C (-2.05, -4.77, 2.50)
C (2.52, -2.05, -1.13)
C (-2.31, -3.31, -3.96)
C (0.19, 3.35, 0.35)
H (-1.62, -4.57, -2.38)
H (-1.16, 6.38, 1.11)
C (-3.82, -4.69, 0.90)
H (3.47, -0.59, 3.22)
Br (4.16, 2.67, -0.67)
H (-3.42, -3.62, -0.90)
H (1.68, -6.12, -3.88)
H (2.71, -0.25, 0.91)
N (-4.45, -1.28, 4.07)
O (1.72, -0.92, -1.18)
C (-2.16, 4.49, 1.08)
O (0.25, -4.97, -1.09)
H (-7.13, -0.52, 0.97)
C (0.16, 4.76, 0.56)
H (-2.24, 0.07, -3.92)
C (-3.35, -5.09, 2.13)
C (-6.43, -0.47, 3.62)
C (-5.67, -0.94, 4.62)
H (3.11, 0.16, -2.51)
O (-0.44, -1.62, 0.20)
C (4.00, -2.65, 2.91)
C (2.53, 3.51, -0.20)
H (-2.62, -4.14, -4.58)
H (5.09, 0.67, -3.91)
H (3.41, 5.47, -0.13)
H (-3.19, 1.72, 1.98)
C (-1.70, -3.65, 0.39)
C (1.41, 2.71, -0.06)
H (0.45, -4.84, -3.75)
C (3.72, -1.83, -2.07)
C (-4.43, -1.02, 2.73)
H (-3.32, 1.50, 0.25)
C (1.34, -5.44, -1.88)
H (-5.45, -0.63, 0.42)
H (-1.67, -5.07, 3.47)
N (-0.90, 2.55, 0.49)
C (3.87, -0.59, -2.68)
H (6.53, -3.30, -3.26)
C (-1.75, -3.55, -2.72)
H (2.18, -6.43, -0.17)
C (0.54, -3.65, -0.64)
C (3.05, -1.24, 1.22)
Mn (0.46, -0.12, -0.14)
C (-1.36, -2.51, -1.88)
Br (1.34, 7.38, 0.64)
C (2.51, 4.89, 0.00)
C (-6.12, -0.16, 1.13)
C (-1.08, 5.31, 0.94)
C (-0.76, -2.80, -0.50)
O (2.29, -4.40, -1.91)
H (2.90, -6.90, -1.73)
H (6.82, -1.06, -4.27)
C (-1.53, -1.21, -2.35)
C (3.60, -3.50, 0.70)
C (-3.01, -3.97, 0.04)
C (0.85, -5.75, -3.29)
H (-6.09, 0.92, 0.99)
H (-7.44, -0.10, 3.62)
H (1.29, -7.51, -1.27)
C (-2.04, 3.10, 0.84)
C (-2.10, -0.95, -3.59)
H (-1.25, -0.36, -1.74)
C (5.95, -1.28, -3.67)

Calculated values
energy	-8976.53125	Eh
2S+1	5
lowest unoccupied orbital energy (spin up / spin down)	-1.3 / -0.4	eV
relative energy (zero: lowest compared OMol25 entry of this formula, charge and spin)	2.388	eV


No. 2
Entry from the OMol25 dataset: a gas-phase ion, C45H40N3O2 (charge +1) in a non-equilibrium geometry (wB97M-V/def2-TZVPD).

Cartesian coordinates (Å):
H (-1.28, -0.82, -1.89)
C (-2.90, -0.89, 1.18)
H (-1.05, -6.54, 1.97)
C (-1.48, -7.37, 0.08)
H (-4.97, -3.61, -0.68)
C (1.32, 5.21, 1.47)
O (3.01, 5.10, -0.84)
C (4.71, 1.87, 2.18)
C (0.20, 1.14, -1.09)
C (-1.19, -0.82, -0.74)
C (-4.44, -2.76, -0.21)
H (-3.40, 3.97, 1.83)
C (3.20, 2.03, -1.34)
H (3.73, -1.42, -1.78)
H (1.80, 4.82, 2.36)
H (2.25, -0.48, 2.42)
C (-4.82, 5.57, 1.40)
H (-0.54, 0.60, 0.85)
C (3.52, 1.63, 0.10)
C (-1.06, -5.68, -3.24)
C (2.42, -2.44, -0.41)
H (-4.64, -0.67, 2.49)
C (-3.14, -2.41, -0.62)
H (-6.01, 7.24, 0.74)
N (0.77, 2.34, -0.74)
H (5.75, -1.76, -0.38)
H (4.03, 2.61, -1.79)
H (-0.20, -2.59, 0.31)
C (4.80, -2.17, -0.03)
C (-4.22, -1.13, 1.58)
C (2.34, -3.17, 0.80)
N (-0.44, -3.58, -1.53)
C (-0.69, -5.09, 0.41)
C (-1.00, -5.93, -1.86)
H (-6.05, -2.19, 1.10)
C (3.68, -1.97, -0.83)
H (1.38, -3.54, 1.19)
C (1.24, -1.98, -1.21)
H (-2.23, -0.36, 1.86)
H (0.31, 5.49, 1.72)
H (-2.67, -3.01, -1.41)
C (-5.08, 6.70, 0.63)
C (-0.13, -2.37, -0.76)
C (-0.58, -3.36, -2.88)
C (-0.63, -4.86, -0.97)
C (0.42, 3.02, 0.49)
H (4.09, 0.53, 3.78)
C (-2.43, -1.34, -0.05)
H (-2.18, 6.80, -1.18)
H (3.02, 1.12, -1.96)
C (-2.95, 6.47, -0.48)
H (5.07, 3.09, 0.42)
C (-4.14, 7.16, -0.31)
C (-3.64, 4.85, 1.23)
C (2.91, 0.26, 1.99)
H (-0.51, -4.30, 1.15)
C (3.92, 0.86, 2.75)
C (2.18, 4.22, -0.60)
C (4.73, -2.91, 1.15)
H (0.42, 0.84, -2.13)
O (1.41, -1.29, -2.22)
H (-1.30, -6.52, -3.90)
C (-1.03, 3.42, 0.48)
C (1.97, 2.94, -1.41)
C (2.78, 0.59, 0.65)
H (-0.44, -2.34, -3.28)
H (0.64, 2.41, 1.37)
H (3.40, -4.06, 2.45)
H (-1.77, 2.61, 0.59)
C (-1.47, -7.16, -1.30)
N (1.30, 4.20, 0.44)
H (5.48, 2.34, 2.77)
C (-0.52, 0.36, -0.21)
H (-1.86, -8.33, 0.46)
C (-1.39, 4.68, 0.16)
C (-0.88, -4.40, -3.74)
H (-4.32, 8.04, -0.91)
H (-0.63, 5.29, -0.34)
C (-1.05, -6.34, 0.91)
C (-5.01, -2.03, 0.84)
H (2.11, 0.05, -0.02)
H (5.60, -3.02, 1.81)
C (4.51, 2.27, 0.86)
H (-1.93, -7.92, -1.99)
H (-0.93, -4.20, -4.82)
H (1.71, 3.19, -2.46)
H (-5.54, 5.23, 2.14)
C (-2.69, 5.32, 0.30)
H (1.87, 6.08, 1.09)
C (3.49, -3.44, 1.55)

Calculated values
energy	-2053.24427	Eh
total charge	+1
2S+1	1
lowest unoccupied orbital energy	-4.5	eV
structure (SMILES)	CN1C(=O)[C@@H](Cc2ccccc2)N(/C=C/[C@H](c2ccccc2)[C@H](C(=O)c2ccccc2)[n+]2cccc3ccccc32)[C@@H]1/C=C/c1ccccc1


No. 3
Entry from the OMol25 dataset: a molecular structure, C45H41N7O7P3S3Tl in a non-equilibrium geometry (wB97M-V/def2-TZVPD).

Cartesian coordinates (Å):
H (5.53, -6.01, -2.03)
C (-2.44, -5.78, 3.81)
H (5.06, -2.93, 1.98)
H (-1.63, -1.71, -5.27)
C (3.36, -1.24, -3.85)
C (-4.04, -3.85, 3.34)
C (4.05, -3.11, -1.14)
H (0.87, 3.62, 4.34)
H (-1.63, 3.76, 4.27)
C (5.03, -4.08, -1.24)
N (-1.97, 3.11, 3.57)
C (-0.18, -1.76, -3.71)
H (6.56, -4.21, 2.92)
C (-1.22, 2.36, 2.70)
S (2.70, 2.91, 2.87)
O (-3.83, 2.59, -2.63)
H (-3.15, -0.82, 2.53)
H (0.34, -0.89, -4.06)
H (2.73, 1.59, 0.78)
H (7.28, -5.52, 4.87)
C (5.34, -5.54, 5.78)
H (3.31, -5.42, 6.41)
H (0.13, 2.63, -1.04)
C (0.21, 2.44, 2.60)
C (2.77, 1.50, -3.64)
P (-3.10, 1.41, -2.13)
C (1.20, 0.94, -1.79)
O (-4.22, 0.32, -1.59)
C (1.08, 3.08, 3.44)
H (-4.88, -4.52, 3.43)
H (-4.39, 0.65, 0.92)
H (-0.20, -3.93, -1.12)
C (2.44, 2.86, -3.49)
C (-2.72, -4.33, 3.56)
C (3.54, -5.41, -2.56)
C (-3.26, 1.85, 2.29)
C (1.51, 3.23, -2.56)
N (0.81, 1.83, 1.54)
C (-1.85, -2.22, 3.32)
H (-6.60, 3.08, 3.70)
H (-6.33, -2.60, 2.84)
O (-2.49, -1.52, -1.13)
H (1.61, -4.57, -2.96)
H (-2.90, -3.64, -4.41)
C (0.89, 2.28, -1.73)
H (1.67, -3.50, 2.65)
C (-2.01, -3.31, -3.90)
H (-3.07, -6.18, 4.60)
N (4.23, -3.23, 2.48)
C (3.94, -0.32, -4.74)
C (0.24, -2.39, -2.54)
C (-1.30, -2.23, -4.38)
P (1.68, -1.80, -1.58)
H (-2.61, -6.36, 2.90)
H (5.67, -6.09, 6.65)
C (4.02, -5.14, 5.65)
H (-2.03, -0.19, -2.97)
H (4.13, 1.73, -5.30)
C (-5.52, -1.88, 2.79)
H (-4.52, 3.99, 4.67)
C (-1.61, -3.92, -2.73)
H (-1.39, -5.88, 4.09)
H (1.27, -1.83, 2.59)
H (3.60, -2.29, -3.96)
C (-5.64, 2.74, 3.32)
N (-1.96, 1.59, 1.95)
Tl (-0.68, -0.13, 0.08)
O (-2.07, 1.58, -1.05)
C (-3.29, 2.81, 3.33)
C (2.16, 0.56, -2.76)
C (-4.20, -2.53, 3.01)
C (-5.62, 1.80, 2.29)
C (-0.49, -3.47, -2.05)
C (-4.48, 3.26, 3.87)
N (-3.10, -1.75, 2.93)
C (5.84, -4.47, 3.69)
C (6.25, -5.21, 4.78)
S (3.78, -0.72, 2.00)
C (2.81, -3.26, -1.76)
C (2.07, 1.99, 1.52)
H (2.92, 3.58, -4.14)
N (1.99, -2.55, 2.59)
H (4.60, -0.67, -5.52)
H (-6.56, 1.45, 1.89)
H (2.58, -4.06, 4.50)
C (2.57, -4.44, -2.47)
C (2.51, -0.80, -2.87)
C (4.52, -4.03, 3.57)
H (1.26, 4.28, -2.46)
N (-1.68, -3.51, 3.59)
H (-5.63, -1.91, -0.44)
C (3.66, 1.02, -4.62)
O (-4.59, -2.04, -2.55)
S (-0.64, -1.09, 3.53)
H (-2.19, -4.74, -2.32)
C (-4.43, 1.34, 1.75)
O (-4.82, -1.55, -0.08)
C (3.61, -4.39, 4.56)
H (4.23, -2.19, -0.59)
O (-2.44, 0.58, -3.37)
H (5.99, -3.94, -0.76)
H (-5.51, -1.42, 1.80)
C (4.77, -5.24, -1.95)
C (3.26, -2.24, 2.38)
H (3.34, -6.32, -3.12)
P (-3.92, -1.27, -1.47)
H (-5.69, -1.09, 3.52)

Calculated values
energy	-5040.90900	Eh
total charge	-2
2S+1	1
lowest unoccupied orbital energy	3.6	eV
relative energy (zero: lowest compared OMol25 entry of this formula, charge and spin)	1.360	eV


No. 4
Entry from the OMol25 dataset: a molecular structure, C45H42AsN3O3PPtSe3Te in a non-equilibrium geometry (wB97M-V/def2-TZVPD).

Cartesian coordinates (Å):
C (3.37, 2.84, -4.86)
Pt (-0.66, -0.13, 0.36)
N (-1.66, 1.06, 1.75)
C (-2.93, 1.39, 1.83)
H (-7.05, -2.73, 6.54)
C (6.24, -1.67, -4.04)
C (1.54, 1.65, 3.45)
C (-6.55, -1.81, 6.82)
H (4.32, 2.46, -5.21)
H (2.92, 3.83, -6.71)
C (-1.92, 3.83, -1.41)
C (-2.50, 1.12, 6.79)
H (-3.57, 1.09, 1.01)
C (-0.59, -3.57, -2.16)
C (-1.90, 2.44, -1.99)
C (-0.29, 2.15, 4.99)
H (2.31, 1.25, -0.61)
H (-3.96, 2.06, -2.34)
C (-0.26, -2.23, -2.38)
H (1.04, 0.57, -2.61)
H (7.18, -2.16, -3.82)
H (-2.87, 4.01, -0.90)
C (-2.62, 2.35, 4.00)
C (1.74, 3.08, -3.11)
H (-7.07, -0.96, 6.36)
N (-1.66, 2.20, 6.87)
H (-2.87, 1.07, -3.32)
H (-6.57, -1.70, 7.90)
C (-1.41, -2.31, -4.50)
C (-1.31, -4.27, -3.11)
C (2.95, 2.55, -3.56)
H (1.41, 2.90, -2.09)
H (4.63, -4.81, 0.85)
C (3.86, -0.37, -4.65)
C (1.10, 2.10, 4.66)
H (-1.17, -0.21, 5.71)
H (-2.26, -4.21, -5.03)
O (0.98, 0.64, 1.42)
Te (-3.13, -3.12, 0.48)
H (3.63, -3.12, 2.35)
C (1.87, -2.44, -0.48)
H (-2.85, -2.00, 5.48)
H (6.43, -0.24, -2.45)
H (2.14, -0.80, -2.89)
C (4.63, 0.07, -3.56)
P (0.65, -1.28, -1.13)
C (-3.09, -1.08, 6.00)
Se (-2.74, -2.41, 2.90)
H (2.60, 1.57, 3.23)
H (-4.48, 2.39, 2.95)
H (3.34, -0.16, -0.72)
O (-5.21, -1.92, 6.33)
H (-1.56, -5.31, -2.93)
Se (-2.75, -0.95, -0.66)
H (-3.02, 2.85, 4.87)
C (3.87, -4.14, 0.48)
H (1.87, -1.60, 1.50)
C (3.46, -4.23, -0.85)
H (1.81, 2.37, 5.43)
C (-3.77, 1.25, 7.38)
N (-0.57, 2.29, 6.28)
H (2.95, 0.15, -4.91)
H (2.16, -3.44, -2.37)
C (5.82, -0.59, -3.28)
C (1.69, -0.16, -2.13)
C (2.76, 0.55, -1.31)
C (2.58, 3.61, -5.70)
H (-1.86, 4.57, -2.22)
C (-3.03, 2.07, -2.91)
C (-4.38, -0.92, 6.54)
H (5.80, -2.94, -5.72)
H (3.90, -4.96, -1.51)
C (-0.70, -1.60, -3.55)
H (-3.13, 2.80, -3.71)
C (5.47, -2.10, -5.11)
H (0.02, 4.27, -3.59)
H (-1.10, 3.98, -0.72)
H (-0.25, -4.06, -1.26)
O (-1.01, 1.65, -1.71)
C (-0.82, 1.42, 2.74)
H (-1.73, -1.83, -5.41)
Se (-0.59, -1.80, 2.93)
C (-3.44, 2.09, 2.93)
C (1.37, 4.12, -5.25)
C (4.28, -1.45, -5.41)
H (-0.48, -0.55, -3.71)
H (0.76, 4.74, -5.90)
C (-1.27, 1.99, 3.92)
H (-4.01, 2.15, 7.93)
C (-1.72, -3.65, -4.28)
C (0.61, 1.20, 2.48)
C (2.31, -2.35, 0.84)
C (-2.16, -0.08, 6.12)
C (-4.70, 0.25, 7.24)
As (4.12, 1.53, -2.37)
C (0.96, 3.86, -3.95)
C (3.30, -3.20, 1.32)
C (2.47, -3.38, -1.33)
H (3.68, -1.79, -6.25)
H (-5.68, 0.37, 7.69)

Calculated values
energy	-12298.49540	Eh
total charge	+1
2S+1	1
lowest unoccupied orbital energy (spin up / spin down)	-5.6 / -5.6	eV
relative energy (zero: lowest compared OMol25 entry of this formula, charge and spin)	0.377	eV


No. 5
Entry from the OMol25 dataset: a molecular structure, C45H42BrCaN5O3P2S2 in a non-equilibrium geometry (wB97M-V/def2-TZVPD).

Cartesian coordinates (Å):
P (0.14, 1.32, 0.02)
C (-0.83, 3.89, 0.58)
C (0.53, -5.68, 0.28)
H (-1.77, 3.40, 0.78)
N (-5.40, -1.43, 0.67)
C (0.27, 3.14, 0.18)
C (-0.37, -3.57, -0.39)
C (-7.63, 2.38, -0.21)
C (4.25, -0.13, -4.14)
C (0.11, 1.05, -1.81)
C (-5.78, -3.75, 1.02)
H (6.44, -2.52, 1.10)
C (1.99, 1.03, 1.89)
C (0.16, -4.81, -0.74)
H (2.53, 5.65, -0.14)
C (-0.17, -4.08, 1.90)
C (0.48, 5.91, 0.46)
C (-5.07, 1.39, 0.15)
N (-8.90, 2.91, -0.39)
H (0.28, -5.10, -1.78)
C (-7.12, 2.18, 1.08)
C (-5.85, 1.68, 1.26)
H (3.48, 3.37, 2.25)
O (-2.63, 1.57, -0.50)
C (-5.55, 1.59, -1.14)
H (-4.10, -4.98, 0.46)
C (-0.63, -0.02, -2.32)
C (3.36, -1.19, -4.01)
P (1.92, -0.80, -0.21)
H (3.19, -1.87, -4.84)
N (-3.70, -3.00, 0.10)
H (6.30, 0.50, 1.86)
C (6.60, 1.52, 1.59)
C (3.44, 1.19, 2.32)
H (4.14, 2.59, 0.82)
O (-3.07, 0.62, 1.73)
C (1.48, 3.79, -0.08)
H (3.91, 1.24, -1.05)
C (-1.75, -1.55, 3.44)
H (-7.74, 2.42, 1.94)
C (-4.20, -1.76, 0.17)
C (2.88, -0.51, -1.74)
H (0.66, -6.02, 2.39)
H (-1.59, 5.85, 1.04)
C (0.37, -5.33, 1.60)
H (3.49, 1.11, 3.41)
H (1.40, 2.69, -2.35)
C (3.77, 0.55, -1.88)
C (2.72, -2.17, 2.06)
N (-3.34, -0.74, -0.31)
H (-9.54, 2.84, 0.39)
H (-4.92, 1.36, -2.00)
O (-2.84, -1.79, 3.55)
H (-1.26, -1.13, -4.04)
H (4.04, 0.38, 1.91)
H (5.14, 1.57, -3.18)
H (-7.22, 2.24, -2.32)
H (1.55, 0.21, 2.46)
H (0.02, 0.30, -5.62)
H (-6.41, -4.56, 1.35)
H (-7.14, -2.15, 1.48)
H (2.34, 3.20, -0.38)
S (-3.47, 0.73, 0.31)
H (-1.21, -0.66, -1.66)
C (4.95, -2.90, 2.60)
Ca (-1.49, -0.96, 0.92)
C (3.61, -2.79, 2.93)
C (0.81, 1.85, -2.71)
H (-9.33, 2.78, -1.29)
H (1.67, -2.12, 2.30)
C (-0.55, -3.13, 0.93)
C (4.52, -1.77, 0.51)
H (-0.66, -2.93, -1.23)
H (1.45, 1.93, 2.18)
C (1.58, 5.17, 0.06)
C (-4.51, -3.97, 0.52)
Br (1.27, -7.38, -0.17)
C (5.40, -2.40, 1.38)
C (-0.68, -0.29, -3.67)
C (3.17, -1.62, 0.85)
H (4.78, 0.02, -5.07)
H (-5.46, 1.50, 2.25)
C (0.04, 0.51, -4.56)
C (4.07, 2.52, 1.90)
S (5.73, 2.76, 2.57)
N (1.82, 0.86, 0.42)
C (-6.83, 2.08, -1.32)
H (7.67, 1.63, 1.80)
H (4.88, -1.39, -0.43)
H (1.97, -2.20, -2.71)
C (2.67, -1.38, -2.81)
C (-6.17, -2.43, 1.08)
H (0.56, 6.99, 0.58)
H (1.34, 2.21, -4.75)
H (6.43, 1.68, 0.52)
C (0.78, 1.58, -4.07)
H (-0.27, -3.84, 2.96)
C (-0.73, 5.27, 0.72)
C (4.45, 0.74, -3.07)
H (3.24, -3.20, 3.87)
H (5.64, -3.39, 3.27)

Calculated values
energy	-6970.23847	Eh
2S+1	1
lowest unoccupied orbital energy	0.4	eV
relative energy (zero: lowest compared OMol25 entry of this formula, charge and spin)	1.415	eV


Among the records above, which one has the highest energy? C45H40N3O2